*1*
Entry from the Open Molecules 2025 dataset: a 2-piece molecular cluster, C5H10NO3 overall (ωB97M-V/def2-TZVPD).

Structure (ORCA input):
```
! wB97M-V def2-TZVPD RIJCOSX def2/J DEFGRID3
* xyz -1 1
C 0.500 -1.302 1.642
C 0.146 -0.921 3.124
O 0.643 0.134 3.567
O -0.576 -1.765 3.690
H 1.158 -2.172 1.660
H 1.194 -0.575 1.213
H -0.444 -1.292 1.122
C -0.956 0.847 -1.709
C -0.769 -0.691 -1.534
C -0.005 1.844 -1.099
O -0.386 2.995 -0.965
N 1.244 1.446 -0.787
H -1.008 1.034 -2.783
H -1.976 1.066 -1.398
H -1.048 -1.122 -2.497
H -1.305 -1.157 -0.719
H 1.877 2.105 -0.369
H 1.432 0.459 -0.824
H 0.279 -0.933 -1.335
*
```

The HOMO-LUMO gap comes out at 7.20 eV. The calculation puts the LUMO energy at 3.246 eV.

Atom-resolved charges from Löwdin, all expressed in e: -0.0570, -0.8090, -0.1053, -0.1085, 0.0579, 0.0292, 0.0317, -0.1503, -0.0939, -0.5634, 0.0208, 0.1779, 0.1072, 0.1119, 0.0641, 0.0541, 0.1153, 0.0680, 0.0494

---

*2*
Entry from the Open Molecules 2025 dataset: a 2-piece molecular cluster, C5H10NO3 overall (ωB97M-V/def2-TZVPD).

Structure (ORCA input):
```
! wB97M-V def2-TZVPD RIJCOSX def2/J DEFGRID3
* xyz -1 1
C 3.214 -1.712 0.954
C 2.270 -0.521 0.730
O 2.336 -0.017 -0.426
O 1.580 -0.079 1.666
H 2.790 -2.589 1.467
H 4.052 -1.424 1.592
H 3.639 -2.021 0.018
C -1.575 -0.412 -0.284
C -2.571 -0.445 0.907
C -1.540 0.850 -1.031
O -0.577 1.535 -1.195
N -2.824 1.219 -1.547
H -0.593 -0.561 0.159
H -1.745 -1.335 -0.916
H -3.568 -0.270 0.569
H -2.227 0.341 1.589
H -2.926 2.135 -1.935
H -3.672 0.737 -1.317
H -2.467 -1.430 1.496
*
```

The HOMO-LUMO gap comes out at 6.92 eV. The calculation puts the LUMO energy at 3.402 eV.

Atom-resolved charges from Löwdin, all expressed in e: -0.0694, -0.8128, -0.1117, -0.1057, 0.0515, 0.0502, 0.0381, -0.1833, -0.1000, -0.5496, 0.1024, 0.1212, 0.0956, 0.1319, 0.0291, 0.0797, 0.0748, 0.0604, 0.0978

---

What should be chosen as the most stable of them? Choose *1*.

---

*1*
Entry from the Open Molecules 2025 dataset: C31H41N4O21V as an isolated structure (ωB97M-V/def2-TZVPD).

Structure (ORCA input):
```
! wB97M-V def2-TZVPD RIJCOSX def2/J DEFGRID3
* xyz 0 1
O 0.065 -2.721 3.468
V -0.904 -2.062 2.371
O -2.374 -2.641 2.518
O 0.102 1.331 0.192
C -0.119 0.167 0.830
O -1.076 -0.565 0.480
O 0.582 -0.208 1.811
H -0.609 1.189 -0.474
C -6.283 -0.180 0.176
O -6.184 0.020 -1.019
N -5.375 -0.861 0.915
C -5.577 -1.100 2.357
C -4.171 -1.431 0.334
H -7.223 0.042 0.707
H -5.831 -2.161 2.343
H -6.427 -0.527 2.726
H -4.753 -0.843 3.016
H -3.275 -1.118 0.878
H -4.266 -2.511 0.475
H -4.044 -1.126 -0.700
C 2.011 5.147 3.792
O 2.181 5.420 4.963
N 1.772 3.897 3.319
C 1.754 2.810 4.249
C 1.829 3.634 1.901
H 1.995 5.908 2.994
H 1.111 1.986 3.924
H 1.413 3.125 5.232
H 2.717 2.321 4.445
H 0.852 3.238 1.618
H 1.945 4.543 1.308
H 2.655 3.005 1.557
C -2.290 -4.764 -3.512
O -3.478 -4.813 -3.247
N -1.427 -3.812 -3.141
C 0.024 -3.946 -3.301
C -1.906 -2.628 -2.426
H -1.811 -5.566 -4.108
H 0.416 -2.932 -3.290
H 0.299 -4.354 -4.274
H 0.386 -4.612 -2.522
H -1.650 -2.645 -1.359
H -1.373 -1.767 -2.834
H -2.972 -2.451 -2.515
C 0.754 -4.191 0.524
O -0.011 -3.258 0.750
N 1.933 -4.062 -0.075
C 2.847 -5.165 -0.275
C 2.358 -2.769 -0.588
H 0.574 -5.223 0.850
H 3.117 -5.254 -1.328
H 2.430 -6.094 0.108
H 3.799 -5.013 0.239
H 3.312 -2.587 -0.074
H 2.525 -2.673 -1.658
H 1.745 -1.942 -0.235
C 6.077 0.752 4.010
C 6.225 1.275 2.781
C 5.115 1.250 1.801
O 5.209 1.710 0.672
C 3.898 0.593 2.231
C 3.739 0.097 3.465
C 4.809 0.144 4.509
O 4.698 -0.261 5.631
O 2.579 -0.456 3.860
O 7.403 1.750 2.373
H 6.871 0.873 4.735
H 3.069 0.567 1.535
H 1.880 -0.163 3.250
H 7.315 2.324 1.597
C 3.248 2.324 -1.830
C 3.314 1.061 -2.293
C 2.182 0.331 -3.009
O 2.310 -0.796 -3.429
C 0.943 1.090 -3.013
C 0.902 2.353 -2.570
C 2.036 3.124 -1.987
O 1.964 4.292 -1.681
O -0.289 2.962 -2.435
O 4.452 0.370 -2.226
H 4.053 2.726 -1.231
H 0.004 0.600 -3.240
H -0.157 3.847 -2.052
H 4.359 -0.482 -2.680
C -5.484 2.386 -3.374
C -4.411 1.643 -3.675
C -3.413 1.187 -2.634
O -2.507 0.441 -2.938
C -3.491 1.868 -1.340
C -4.480 2.711 -1.065
C -5.620 2.937 -2.032
O -6.577 3.606 -1.722
O -4.506 3.470 0.033
O -4.133 1.259 -4.922
H -6.224 2.757 -4.068
H -2.705 1.713 -0.615
H -5.363 3.924 0.085
H -3.385 0.641 -4.918
*
```

The HOMO-LUMO gap comes out at 7.14 eV. The calculation puts the LUMO energy at -2.106 eV.

Atom-resolved charges from Löwdin, all expressed in e: -0.2889, 1.0508, -0.2941, 0.1259, -0.7404, -0.0394, -0.0524, 0.1056, -0.3295, 0.0137, -0.1772, -0.0381, -0.0446, 0.1378, 0.0950, 0.0809, 0.0803, 0.0416, 0.1014, 0.0757, -0.3370, 0.0181, -0.1777, -0.0430, -0.0485, 0.1331, 0.0854, 0.0953, 0.0875, 0.0816, 0.0834, 0.0780, -0.3678, 0.0114, -0.1763, -0.0358, -0.0323, 0.1345, 0.0711, 0.0896, 0.0761, 0.0782, 0.0675, 0.0841, -0.2541, -0.0598, -0.1526, -0.0324, -0.0087, 0.1615, 0.0970, 0.0949, 0.0987, 0.1059, 0.0817, 0.0874, 0.0911, -0.2492, -0.3228, 0.0940, 0.0446, -0.2388, -0.3212, 0.1542, 0.0907, 0.1036, 0.1336, 0.1199, 0.0616, 0.1231, 0.0753, -0.2152, -0.3100, 0.0961, 0.0666, -0.2332, -0.3279, 0.1269, 0.0988, 0.1039, 0.1196, 0.1200, 0.1272, 0.1149, 0.0793, -0.2184, -0.2974, 0.0812, 0.0581, -0.2373, -0.3330, 0.1195, 0.1133, 0.1108, 0.1378, 0.1191, 0.1219, 0.1178

---

*2*
Entry from the Open Molecules 2025 dataset: C31H41N4O21V as an isolated structure (ωB97M-V/def2-TZVPD).

Structure (ORCA input):
```
! wB97M-V def2-TZVPD RIJCOSX def2/J DEFGRID3
* xyz 0 1
O -1.663 -0.018 3.789
V -0.917 1.109 2.827
O -0.846 2.511 3.567
O -0.286 0.288 -1.115
C -0.199 0.665 0.168
O -0.194 -0.196 1.065
O -0.249 1.838 0.539
H -0.345 -0.653 -0.935
C 1.981 -0.102 4.273
O 0.974 0.491 3.767
N 3.079 -0.440 3.552
C 3.289 -0.202 2.147
C 4.273 -0.993 4.239
H 2.050 -0.519 5.290
H 2.429 0.377 1.811
H 3.392 -1.124 1.574
H 4.167 0.339 1.795
H 3.956 -1.441 5.181
H 4.842 -1.696 3.630
H 4.983 -0.200 4.475
C -5.997 -0.754 -0.802
O -6.085 0.469 -0.645
N -4.863 -1.466 -0.625
C -4.949 -2.913 -0.780
C -3.548 -0.942 -0.289
H -6.806 -1.383 -1.204
H -4.645 -3.478 0.101
H -4.429 -3.297 -1.657
H -5.966 -3.304 -0.787
H -3.466 0.085 -0.644
H -3.525 -0.843 0.796
H -2.806 -1.645 -0.668
C -3.591 2.121 1.274
O -3.082 1.674 2.309
N -3.395 3.327 0.757
C -2.501 4.250 1.353
C -3.835 3.705 -0.572
H -4.229 1.645 0.514
H -2.289 4.023 2.398
H -2.857 5.274 1.238
H -1.548 4.230 0.823
H -4.740 3.176 -0.870
H -4.332 4.658 -0.392
H -3.142 3.767 -1.411
C -3.394 -1.145 -3.928
O -4.462 -1.724 -4.156
N -3.329 0.163 -3.764
C -2.086 0.866 -3.502
C -4.502 1.066 -3.695
H -2.399 -1.614 -3.897
H -1.240 0.217 -3.276
H -2.261 1.462 -2.607
H -1.930 1.625 -4.268
H -5.395 0.454 -3.822
H -4.676 1.595 -2.758
H -4.394 1.716 -4.563
C -0.110 -4.606 -1.787
C 0.645 -5.745 -1.813
C 1.578 -6.084 -0.693
O 2.312 -7.098 -0.644
C 1.843 -4.917 0.241
C 1.077 -3.812 0.251
C -0.088 -3.561 -0.711
O -0.884 -2.641 -0.766
O 1.309 -2.828 1.153
O 0.530 -6.683 -2.785
H -0.715 -4.398 -2.657
H 2.658 -4.922 0.950
H 0.625 -2.166 1.028
H -0.252 -6.460 -3.294
C 4.555 -1.006 -1.486
C 3.367 -0.711 -2.114
C 2.543 -1.717 -2.857
O 1.528 -1.459 -3.500
C 3.168 -3.066 -2.688
C 4.332 -3.319 -2.024
C 5.169 -2.271 -1.418
O 6.302 -2.430 -0.994
O 4.680 -4.626 -1.892
O 2.887 0.573 -2.066
H 5.026 -0.235 -0.895
H 2.563 -3.882 -3.053
H 5.599 -4.679 -1.620
H 2.108 0.479 -2.619
C 3.281 6.188 2.418
C 3.448 5.265 3.430
C 2.940 3.881 3.345
O 3.174 2.978 4.188
C 2.181 3.601 2.137
C 1.950 4.601 1.229
C 2.445 5.967 1.273
O 2.372 6.879 0.490
O 1.172 4.403 0.155
O 4.189 5.460 4.525
H 3.840 7.108 2.497
H 1.913 2.556 2.192
H 0.647 3.600 0.163
H 4.073 4.693 5.090
*
```

The HOMO-LUMO gap comes out at 6.73 eV. The calculation puts the LUMO energy at -2.460 eV.

Atom-resolved charges from Löwdin, all expressed in e: -0.3213, 0.9655, -0.3026, 0.1259, -0.7770, -0.0435, -0.0030, 0.0717, -0.1836, -0.0986, -0.1441, -0.0458, -0.0265, 0.1559, 0.0737, 0.0806, 0.0977, 0.0851, 0.0912, 0.0919, -0.3142, -0.0246, -0.1636, -0.0664, -0.0183, 0.1376, 0.0882, 0.0839, 0.0839, 0.0713, 0.1048, 0.0660, -0.2683, -0.0428, -0.1610, -0.0356, -0.0364, 0.1141, 0.0853, 0.0998, 0.0860, 0.0848, 0.0949, 0.0995, -0.3520, -0.0228, -0.1745, -0.0536, -0.0164, 0.1357, 0.0723, 0.0674, 0.0926, 0.0863, 0.0659, 0.0935, 0.0685, -0.2275, -0.2573, 0.1057, 0.0742, -0.2197, -0.2615, 0.0810, 0.0858, 0.1105, 0.1253, 0.1342, 0.0685, 0.1182, 0.0552, -0.1745, -0.2931, 0.1069, 0.0812, -0.2059, -0.3618, 0.1309, 0.1054, 0.1025, 0.1360, 0.1225, 0.1169, 0.0892, 0.0750, -0.2166, -0.2957, 0.0696, 0.0805, -0.1930, -0.3588, 0.1507, 0.1054, 0.1053, 0.1336, 0.0998, 0.0682, 0.1021

---

What should be chosen as the most stable of them? Choose *1*.

---

*1*
Entry from the Open Molecules 2025 dataset: a 2-piece molecular cluster, C2H3BrN2S overall (ωB97M-V/def2-TZVPD).

Structure (ORCA input):
```
! wB97M-V def2-TZVPD RIJCOSX def2/J DEFGRID3
* xyz 0 1
C 0.457 -0.810 2.193
C -0.560 0.213 -0.989
N 0.596 0.312 2.527
N 0.087 1.006 -0.310
S 0.657 1.718 3.126
Br -1.507 -1.329 -0.172
H 0.497 -1.708 1.576
H -0.571 0.095 -2.023
H 0.187 0.850 0.691
*
```

The HOMO-LUMO gap comes out at 9.13 eV. Its SMILES is C#[N+][S-].[H]/N=C\Br. The calculation puts the LUMO energy at 0.213 eV.

Atom-resolved charges from Löwdin, all expressed in e: 0.0008, -0.5799, -0.7508, 0.0697, 0.6408, 0.5766, 0.0502, 0.0264, -0.0339

---

*2*
Entry from the Open Molecules 2025 dataset: a single C2H3BrN2S molecule (ωB97M-V/def2-TZVPD).

Structure (ORCA input):
```
! wB97M-V def2-TZVPD RIJCOSX def2/J DEFGRID3
* xyz 0 1
C 1.203 -0.306 -0.847
C 0.164 -1.151 -0.782
N 1.295 0.889 -0.230
N -0.926 0.943 1.089
S 0.409 1.655 0.767
Br 0.192 -2.823 -1.621
H 2.086 -0.560 -1.425
H -0.743 -0.922 -0.247
H -1.500 1.456 1.744
*
```

The HOMO-LUMO gap (spin up / spin down) comes out at 7.86 / 7.86 eV. The calculation puts the LUMO energy (spin up / spin down) at -0.830 / -0.829 eV.

Atom-resolved charges from Löwdin, all expressed in e: -0.3650, -0.6047, -0.3777, -0.3375, 0.9112, 0.6872, 0.0961, 0.0108, -0.0203

---

What should be chosen as the most stable of them? Choose *2*.

---

*1*
Entry from the Open Molecules 2025 dataset: a 2-piece molecular cluster, C2H8NO2 overall (ωB97M-V/def2-TZVPD).

Structure (ORCA input):
```
! wB97M-V def2-TZVPD RIJCOSX def2/J DEFGRID3
* xyz 1 1
O 0.150 0.106 1.124
C -0.461 -0.506 0.220
O -1.085 0.256 -0.712
C -0.558 -1.995 0.094
H -1.229 1.151 -0.283
H -0.282 -2.382 -0.914
H -1.577 -2.424 0.245
H 0.110 -2.446 0.854
N 1.507 1.654 -0.457
H 1.611 1.105 -1.301
H 0.934 1.208 0.207
H 2.384 1.795 -0.044
H 1.087 2.531 -0.737
*
```

The HOMO-LUMO gap comes out at 11.62 eV. The calculation puts the LUMO energy at -3.942 eV.

Atom-resolved charges from Löwdin, all expressed in e: 0.0317, -0.4920, 0.0922, 0.0307, 0.1611, 0.1116, 0.1195, 0.1068, 0.3493, 0.1632, 0.0216, 0.1401, 0.1640

---

*2*
Entry from the Open Molecules 2025 dataset: a 2-piece molecular cluster, C2H8NO2 overall (ωB97M-V/def2-TZVPD).

Structure (ORCA input):
```
! wB97M-V def2-TZVPD RIJCOSX def2/J DEFGRID3
* xyz 1 1
C 0.330 -2.491 2.047
N 0.103 -0.978 1.731
H 1.340 -2.814 2.077
H -0.227 -2.740 2.958
H -0.349 -3.093 1.199
H 0.621 -0.483 2.461
H -0.926 -0.709 1.815
H 0.517 -0.636 0.857
O -0.481 0.682 -0.508
C -0.154 1.002 -1.631
O 0.045 2.289 -2.099
H 0.131 0.088 -2.322
H 0.595 2.402 -2.800
*
```

The HOMO-LUMO gap comes out at 11.21 eV. The calculation puts the LUMO energy at -3.595 eV.

Atom-resolved charges from Löwdin, all expressed in e: -0.0010, 0.1288, 0.0733, 0.0898, 0.1657, 0.1572, 0.1939, 0.1209, 0.0134, -0.3000, 0.1266, 0.1745, 0.0569

---

*3*
Entry from the Open Molecules 2025 dataset: a 2-piece molecular cluster, C2H8NO2 overall (ωB97M-V/def2-TZVPD).

Structure (ORCA input):
```
! wB97M-V def2-TZVPD RIJCOSX def2/J DEFGRID3
* xyz 1 1
C 1.775 -0.826 -0.193
C 0.417 1.154 -0.209
N 1.248 0.380 0.364
O -2.851 0.025 -0.081
O -1.508 -0.439 0.131
H 1.496 -0.916 -1.240
H 2.858 -0.856 -0.090
H 1.359 -1.678 0.348
H 0.017 2.017 0.298
H 0.132 0.968 -1.232
H 1.508 0.549 1.333
H -3.087 0.427 0.785
H -3.363 -0.807 -0.213
*
```

The HOMO-LUMO gap comes out at 9.67 eV. The calculation puts the LUMO energy at -4.042 eV.

Atom-resolved charges from Löwdin, all expressed in e: -0.0214, 0.1306, -0.0198, 0.0454, -0.2614, 0.1099, 0.1092, 0.1146, 0.1245, 0.1200, 0.1819, 0.1811, 0.1853

---

What should be chosen as the most stable of them? Choose *1*.